Model w:
This record from the Open Molecules 2025 dataset describes one molecule with the formula C2H2F2S. The level of theory is ωB97M-V/def2-TZVPD.

Summary:
LUMO energy: -0.7 eV
gap between HOMO and LUMO: 8.95 eV
SMILES string: F/C=C(\F)S
total charge: 0

Geometry (Å):
F1 -1.176 1.371 1.326
C1 -0.077 0.533 1.215
C2 0.095 -0.067 -0.005
F2 -0.843 0.305 -0.880
S1 1.305 -1.133 -1.463
H1 0.480 0.287 2.053
H2 0.217 -1.295 -2.247

***

Model x:
This record from the Open Molecules 2025 dataset describes one molecule with the formula C2H2F2S. The level of theory is ωB97M-V/def2-TZVPD.

Summary:
LUMO energy: -0.8 eV
gap between HOMO and LUMO: 8.61 eV
SMILES string: FC(F)C=S
total charge: 0

Geometry (Å):
F1 -0.950 1.466 -1.032
C1 -0.851 0.495 -0.039
F2 -1.332 -0.621 -0.537
C2 0.626 0.407 0.393
S1 1.387 -0.950 0.664
H1 -1.427 0.856 0.849
H2 1.121 1.329 0.521

***

Stability, lowest: model w

***

Model w:
This record from the Open Molecules 2025 dataset describes one molecule with the formula CH6N2O2S. The level of theory is ωB97M-V/def2-TZVPD.

Summary:
LUMO energy: 0.7 eV
gap between HOMO and LUMO: 9.85 eV
total charge: 0

Geometry (Å):
C1 1.423 1.742 0.141
N1 -2.325 -1.248 -0.039
N2 -1.007 -0.759 -0.453
O1 2.010 -0.754 -0.867
O2 0.072 -0.654 0.594
S1 1.686 -0.185 0.393
H1 0.887 2.032 1.095
H2 2.376 2.169 -0.272
H3 0.591 1.931 -0.699
H4 -2.289 -2.128 0.527
H5 -2.795 -0.503 0.432
H6 -0.629 -1.644 -0.852

***

Model x:
This record from the Open Molecules 2025 dataset describes one molecule with the formula CH6N2O2S. The level of theory is ωB97M-V/def2-TZVPD.

Summary:
LUMO energy: 0.8 eV
gap between HOMO and LUMO: 9.78 eV
total charge: 0

Geometry (Å):
C1 -0.489 0.198 -2.056
N1 -0.242 -0.623 2.128
N2 1.034 -0.662 1.468
O1 -0.802 1.701 0.010
O2 0.732 -0.375 0.066
S1 -0.800 0.283 -0.192
H1 0.600 0.030 -2.111
H2 -1.186 -0.439 -2.702
H3 -0.664 1.331 -2.274
H4 -0.353 0.222 2.708
H5 -0.517 -1.506 2.608
H6 1.524 0.061 1.844

***

Stability, lowest: model w

***

Model w:
This record from the Open Molecules 2025 dataset describes a 2-piece molecular cluster, C3H8NO2S overall. The level of theory is ωB97M-V/def2-TZVPD.

Summary:
LUMO energy: 3.4 eV
gap between HOMO and LUMO: 6.04 eV
total charge: -1

Geometry (Å):
N1 -1.804 -0.562 -1.526
C1 -2.586 -0.307 -0.374
O1 -3.805 -0.916 -0.470
O2 -2.311 0.331 0.598
H1 -1.019 -1.170 -1.280
H2 -1.345 0.294 -1.828
H3 -3.801 -1.346 -1.340
C2 1.840 0.587 1.526
C3 2.458 0.360 0.152
S1 1.195 0.000 -1.115
H4 1.227 -0.267 1.816
H5 1.181 1.457 1.495
H6 2.601 0.764 2.300
H7 3.155 -0.481 0.185
H8 3.013 1.257 -0.138

***

Model x:
This record from the Open Molecules 2025 dataset describes a 2-piece molecular cluster, C3H8NO2S overall. The level of theory is ωB97M-V/def2-TZVPD.

Summary:
LUMO energy: 3.5 eV
gap between HOMO and LUMO: 7.67 eV
total charge: -1

Geometry (Å):
N1 1.986 -2.363 0.528
C1 1.057 -1.334 0.313
O1 -0.098 -1.702 -0.044
O2 1.455 -0.156 0.469
H1 2.711 -2.119 1.182
H2 1.548 -3.261 0.624
C2 -1.513 1.183 0.926
S1 -1.796 1.915 -0.663
C3 -0.411 1.265 -1.609
H3 -0.631 1.606 1.403
H4 -1.412 0.101 0.847
H5 -2.408 1.418 1.512
H6 -0.693 1.411 -2.658
H7 0.503 1.830 -1.440
H8 -0.299 0.207 -1.388

***

Model y:
This record from the Open Molecules 2025 dataset describes a 2-piece molecular cluster, C3H8NO2S overall. The level of theory is ωB97M-V/def2-TZVPD.

Summary:
LUMO energy: 3.9 eV
gap between HOMO and LUMO: 6.87 eV
total charge: -1

Geometry (Å):
C1 0.889 -0.103 -0.818
C2 1.486 -0.317 0.603
S1 1.349 1.319 1.455
C3 -0.637 0.065 -0.842
N1 -1.106 1.314 -1.116
O1 -1.430 -0.882 -0.900
H1 0.987 -0.962 -1.494
H2 1.372 0.765 -1.250
H3 2.451 -0.813 0.468
H4 0.917 -1.061 1.165
H5 -2.094 1.496 -1.223
H6 -0.537 2.086 -0.813
H7 -1.082 -0.282 1.645
H8 -1.088 -1.517 1.157
O2 -1.476 -1.110 1.964

***

Model z:
This record from the Open Molecules 2025 dataset describes a 2-piece molecular cluster, C3H8NO2S overall. The level of theory is ωB97M-V/def2-TZVPD.

Summary:
LUMO energy: 3.5 eV
gap between HOMO and LUMO: 6.13 eV
total charge: -1

Geometry (Å):
O1 1.573 -2.033 0.004
C1 1.393 -0.825 0.364
N1 0.465 -0.007 -0.139
C2 0.239 1.309 0.436
C3 -0.788 1.228 1.627
S1 -2.574 1.594 1.176
H1 1.951 -0.394 1.183
H2 -0.166 -0.277 -0.886
H3 -0.003 1.860 -0.508
H4 1.221 1.887 0.508
H5 -0.623 1.882 2.599
H6 -0.777 -0.002 1.817
H7 -1.372 -2.166 -2.656
H8 0.065 -2.262 -2.580
O2 -0.604 -1.795 -2.944

***

Stability, lowest: model z

***

Model w:
This record from the Open Molecules 2025 dataset describes C23H36AsF5NO5PdS2SbTe as an isolated structure. The level of theory is ωB97M-V/def2-TZVPD.

Summary:
LUMO energy: 3.9 eV
gap between HOMO and LUMO: 6.42 eV
total charge: -2

Geometry (Å):
Pd1 0.540 -0.692 -0.561
C1 4.255 -1.926 -1.627
Sb1 2.996 -1.037 -0.101
C2 4.028 0.909 -0.363
C3 4.094 -1.386 1.736
H1 5.295 -1.845 -1.321
H2 4.101 -1.393 -2.564
H3 3.970 -2.967 -1.745
H4 5.102 0.767 -0.271
H5 3.717 1.624 0.395
H6 3.822 1.344 -1.337
H7 5.109 -1.669 1.476
H8 3.609 -2.200 2.263
H9 4.110 -0.485 2.343
O1 1.037 1.286 1.139
C4 1.063 1.854 0.039
N1 1.027 1.222 -1.138
S1 1.150 2.259 -2.378
O2 2.388 2.134 -3.098
O3 -0.029 2.288 -3.211
C5 1.134 3.756 -1.390
C6 1.047 5.083 -1.720
C7 0.899 6.008 -0.689
C8 0.835 5.586 0.634
C9 0.924 4.245 0.960
C10 1.067 3.327 -0.075
H10 1.079 5.390 -2.755
H11 0.811 7.061 -0.917
H12 0.698 6.319 1.418
H13 0.856 3.900 1.981
C11 1.302 -0.870 4.039
S2 0.911 -1.814 2.422
O4 1.155 -3.200 2.813
C12 -0.844 -1.540 2.757
C13 -1.604 -2.592 3.226
C14 -2.938 -2.393 3.530
C15 -3.496 -1.132 3.388
C16 -2.734 -0.085 2.890
C17 -1.406 -0.293 2.549
H14 0.667 -1.190 4.858
H15 1.136 0.173 3.801
H16 2.342 -1.037 4.297
H17 -1.123 -3.551 3.330
H18 -3.540 -3.219 3.883
H19 -4.529 -0.962 3.669
H20 -3.181 0.895 2.780
H21 -0.784 0.495 2.138
C18 -4.528 -1.240 -1.358
C19 -3.201 -1.478 -0.646
As1 -1.658 -0.454 -1.359
C20 -2.445 1.396 -1.386
C21 -2.579 1.984 0.011
C22 -1.658 -0.799 -3.312
C23 -0.207 -0.875 -3.793
H22 -5.261 -1.977 -1.035
H23 -4.399 -1.334 -2.436
H24 -4.916 -0.243 -1.141
H25 -2.910 -2.525 -0.721
H26 -3.285 -1.241 0.418
H27 -3.413 1.395 -1.903
H28 -1.763 2.001 -1.984
H29 -3.342 1.445 0.574
H30 -2.843 3.045 -0.014
H31 -1.631 1.882 0.541
H32 -2.206 -0.002 -3.834
H33 -2.145 -1.764 -3.489
H34 0.269 0.106 -3.750
H35 -0.148 -1.238 -4.821
H36 0.348 -1.577 -3.157
F1 -1.549 -4.494 0.243
Te1 0.365 -3.799 -0.359
F2 0.029 -5.215 -1.989
F3 -0.962 -2.996 -1.726
F4 1.444 -2.848 -1.867
F5 2.643 -3.363 0.310
O5 -0.115 -2.237 0.487

***

Model x:
This record from the Open Molecules 2025 dataset describes C23H36AsF5NO5PdS2SbTe as an isolated structure. The level of theory is ωB97M-V/def2-TZVPD.

Summary:
LUMO energy: 4.4 eV
gap between HOMO and LUMO: 6.75 eV
total charge: -2

Geometry (Å):
Pd1 0.259 -0.442 -1.002
C1 3.302 -2.615 -2.052
Sb1 2.711 -1.053 -0.761
C2 4.241 0.300 -1.523
C3 3.884 -1.516 0.937
H1 4.394 -2.664 -2.050
H2 2.924 -2.417 -3.052
H3 2.863 -3.538 -1.685
H4 5.148 -0.304 -1.543
H5 4.399 1.143 -0.858
H6 4.036 0.650 -2.533
H7 4.938 -1.357 0.701
H8 3.675 -2.556 1.173
H9 3.565 -0.889 1.766
O1 -2.336 -2.713 -1.475
C4 -2.656 -1.561 -1.217
N1 -1.995 -0.420 -1.629
S1 -2.847 0.884 -1.181
O2 -2.349 1.550 0.005
O3 -3.067 1.762 -2.317
C5 -4.319 0.059 -0.698
C6 -5.541 0.575 -0.308
C7 -6.496 -0.337 0.121
C8 -6.213 -1.705 0.153
C9 -4.979 -2.193 -0.250
C10 -4.031 -1.279 -0.677
H10 -5.738 1.639 -0.329
H11 -7.472 0.012 0.439
H12 -6.975 -2.392 0.502
H13 -4.730 -3.246 -0.231
C11 -0.782 1.299 2.605
S2 0.401 0.122 1.955
O4 1.726 0.851 2.042
C12 0.384 -1.019 3.334
C13 -0.572 -2.029 3.334
C14 -0.565 -2.932 4.386
C15 0.379 -2.832 5.401
C16 1.334 -1.827 5.370
C17 1.342 -0.911 4.325
H14 -0.353 1.770 3.491
H15 -1.712 0.781 2.825
H16 -0.973 2.018 1.814
H17 -1.261 -2.087 2.486
H18 -1.286 -3.741 4.393
H19 0.386 -3.557 6.209
H20 2.084 -1.766 6.151
H21 2.092 -0.134 4.246
C18 -0.204 4.956 -1.497
C19 -0.641 3.617 -0.913
As1 0.508 2.071 -1.369
C20 2.233 2.987 -1.282
C21 2.651 3.380 0.122
C22 0.245 2.095 -3.313
C23 0.851 0.893 -4.027
H22 -0.969 5.716 -1.316
H23 -0.057 4.905 -2.578
H24 0.725 5.325 -1.055
H25 -1.635 3.352 -1.258
H26 -0.707 3.673 0.174
H27 2.152 3.858 -1.945
H28 2.960 2.322 -1.733
H29 1.947 4.091 0.563
H30 3.636 3.857 0.116
H31 2.679 2.512 0.785
H32 0.672 3.032 -3.695
H33 -0.836 2.130 -3.461
H34 1.924 0.797 -3.828
H35 0.726 0.990 -5.110
H36 0.382 -0.040 -3.702
F1 -1.926 -1.396 0.923
Te1 -0.216 -3.556 -0.452
F2 -1.118 -5.218 0.413
F3 -0.490 -4.607 -2.035
F4 1.435 -4.552 -0.383
F5 1.331 -2.323 0.849
O5 0.524 -2.253 -1.789

***

Stability, lowest: model w

***

Model w:
This record from the Open Molecules 2025 dataset describes C6H11N3S as an isolated structure. The level of theory is ωB97M-V/def2-TZVPD.

Summary:
LUMO energy: 0.8 eV
gap between HOMO and LUMO: 8.47 eV
total charge: 0

Geometry (Å):
C1 0.181 0.390 0.525
C2 1.000 1.134 1.349
C3 -0.089 1.177 -0.773
C4 1.334 0.742 2.718
C5 -0.046 -2.045 0.548
C6 -0.749 1.456 -3.107
N1 1.499 2.247 0.849
N2 -0.670 -0.678 0.713
N3 -0.681 0.688 -1.868
S1 0.930 2.534 -0.649
H1 0.516 0.624 3.527
H2 1.776 -0.290 2.856
H3 2.133 1.339 3.180
H4 0.934 -2.016 0.954
H5 -0.593 -2.768 1.046
H6 -0.009 -2.096 -0.499
H7 -1.643 2.162 -3.223
H8 0.114 2.132 -3.191
H9 -0.792 0.731 -3.949
H10 -1.276 -0.777 1.546
H11 -1.476 0.119 -1.797

***

Model x:
This record from the Open Molecules 2025 dataset describes a 2-piece molecular cluster, C6H11N3S overall. The level of theory is ωB97M-V/def2-TZVPD.

Summary:
LUMO energy: 0.3 eV
gap between HOMO and LUMO: 8.39 eV
total charge: 0

Geometry (Å):
C1 -1.946 2.617 -0.290
C2 -3.535 -0.335 0.277
C3 0.997 0.382 -0.416
C4 1.777 -0.434 0.200
C5 2.132 -0.312 1.689
C6 2.389 -1.534 -0.427
N1 -2.177 1.557 0.085
N2 -2.578 0.580 0.693
N3 -4.092 -0.333 -1.006
S1 -4.041 -1.543 1.257
H1 -1.547 3.511 -0.517
H2 0.548 0.424 -1.368
H3 0.553 1.133 0.191
H4 2.461 -1.260 2.147
H5 1.162 0.034 2.158
H6 2.740 0.606 1.757
H7 2.617 -2.290 0.356
H8 3.363 -1.515 -1.019
H9 1.700 -1.966 -1.187
H10 -4.095 0.356 -1.709
H11 -4.851 -0.930 -1.173

***

Stability, lowest: model x

***

Model w:
This record from the Open Molecules 2025 dataset describes a 7-piece molecular cluster, C4H22O7 overall. The level of theory is ωB97M-V/def2-TZVPD.

Summary:
LUMO energy: 0.2 eV
gap between HOMO and LUMO: 10.45 eV
SMILES string: CO.CO.CO.CO.O.O.O
total charge: 0

Geometry (Å):
C1 0.573 1.370 1.671
O1 -0.206 0.601 0.762
H1 0.974 0.807 2.514
H2 1.437 1.821 1.183
H3 -0.026 2.212 2.019
H4 -0.380 1.171 0.009
C2 3.922 2.568 -3.472
O2 3.776 3.860 -2.913
H5 4.332 2.596 -4.481
H6 4.688 2.032 -2.911
H7 2.985 2.011 -3.469
H8 3.356 4.418 -3.572
C3 4.506 -3.228 3.048
O3 5.872 -3.290 2.703
H9 4.317 -2.701 3.983
H10 4.009 -2.834 2.162
H11 4.236 -4.261 3.266
H12 6.305 -2.444 2.839
C4 -5.366 -1.574 -4.296
O4 -6.139 -2.720 -4.195
H13 -6.105 -0.775 -4.239
H14 -4.565 -1.569 -3.557
H15 -4.912 -1.742 -5.272
H16 -6.702 -2.663 -3.420
O5 -1.695 3.742 -2.937
H17 -0.979 4.264 -3.298
H18 -2.409 4.367 -2.811
O6 -4.267 -1.834 2.212
H19 -4.699 -1.095 1.784
H20 -3.339 -1.722 2.006
O7 -1.337 -1.469 7.472
H21 -0.625 -1.313 8.093
H22 -1.538 -0.604 7.115

***

Model x:
This record from the Open Molecules 2025 dataset describes C4H22O7 as an isolated structure. The level of theory is ωB97M-V/def2-TZVPD.

Summary:
LUMO energy: -0.3 eV
gap between HOMO and LUMO: 8.99 eV
total charge: 0

Geometry (Å):
O1 -0.860 2.575 1.325
H1 -0.132 3.171 1.506
H2 -0.486 1.701 1.431
O2 0.135 -1.441 0.956
H3 -0.284 -2.231 0.613
H4 0.523 -1.717 1.786
O3 3.121 -0.296 -0.969
H5 3.308 0.641 -0.904
H6 2.771 -0.409 -1.853
O4 -0.035 -0.910 -2.412
H7 -0.695 -1.501 -2.774
H8 0.280 -1.355 -1.625
O5 2.065 -0.372 3.000
H9 1.727 -0.846 2.240
H10 2.996 -0.250 2.811
C1 0.852 1.010 -0.683
C2 0.822 0.989 0.849
O6 -0.335 0.421 1.364
H11 0.434 0.049 -0.984
H12 1.773 1.362 -1.147
H13 0.083 1.747 -0.915
H14 1.144 1.990 1.136
H15 1.644 0.348 1.166
H16 -0.339 -0.503 1.102
C3 -2.247 0.450 -0.340
C4 -1.986 -0.921 -1.032
O7 -3.235 -1.512 -0.872
H17 -3.066 0.951 -0.856
H18 -1.359 1.081 -0.378
H19 -2.416 0.184 0.704
H20 -1.146 -1.466 -0.601
H21 -1.744 -0.769 -2.084
H22 -3.311 -2.174 -1.563

***

Stability, lowest: model x